Below is a molecular structure, C44H46BiBrN4O7S4, with properties calculated with wB97M-V/def2-TZVPD.

Geometry (Å):
Bi1 -0.48582 -0.05981 -0.11344
Br1 1.92000 -0.21612 -1.88429
S1 -0.75912 1.15980 -4.05139
S2 1.35917 3.14267 -1.37805
S3 -1.00456 -2.74652 0.44865
S4 -0.46221 1.67435 1.78425
O1 2.36561 3.14657 -0.33309
O2 1.89881 2.90132 -2.68870
O3 0.48449 0.79326 -4.67952
O4 -2.38946 -1.65207 -2.36006
O5 1.32136 -0.80443 1.10108
O6 -1.02158 2.55508 -3.84171
O7 -2.32941 2.69051 -1.03765
N1 -3.25148 1.02417 0.37260
N2 -1.09687 0.18607 -2.79256
N3 -2.43860 -0.93401 2.45696
N4 0.05987 2.28966 -0.95633
C1 0.14766 7.08048 -1.58919
C2 2.84429 -2.44336 3.01728
C3 -1.64282 5.59720 -0.93763
C4 3.92334 -3.12812 3.86895
C5 7.35207 -1.04948 -0.61426
C6 2.31312 -1.26259 3.84375
C7 -3.56749 -1.35954 -5.08055
C8 -4.04404 0.66557 1.56467
C9 -3.47549 0.11306 -6.99231
C10 -4.36228 -2.44137 2.70652
C11 -4.01392 3.35149 0.57525
C12 -1.18180 6.87094 -1.23839
C13 7.32413 -3.18914 0.64934
C14 -4.40099 -4.56050 1.59775
C15 -4.99958 -3.64670 2.45157
C16 -2.04853 0.50165 -5.13440
C17 -2.67768 4.76558 2.04273
C18 3.03439 -1.04777 -0.53876
C19 6.62067 -3.16998 -1.72531
C20 3.34770 -1.97797 1.64679
C21 -3.13700 -2.12488 2.12791
C22 -1.55753 4.07287 1.81370
C23 -1.37418 -1.21436 3.41163
C24 4.62337 -2.33836 1.23573
C25 -3.22030 0.23858 2.77705
C26 -2.47510 0.86995 -6.39296
C27 -4.00808 -0.99935 -6.34788
C28 -3.19032 -4.25678 1.00080
C29 -3.96552 0.59233 -0.83473
C30 0.55886 4.75197 -1.36180
C31 -1.50120 2.88402 0.93699
C32 -2.58590 -0.58683 -4.48445
C33 4.31507 -1.39892 -0.90961
C34 -0.74224 4.54379 -0.95770
C35 1.74468 -3.48463 2.76891
C36 -2.53147 -3.04214 1.23541
C37 -2.00374 -0.75437 -3.10237
C38 -1.00438 3.10888 -0.58552
C39 5.15440 -2.04384 -0.01720
C40 1.02507 6.00920 -1.68611
C41 6.59080 -2.36886 -0.41562
C42 -2.84668 2.44176 0.27255
C43 2.49716 -1.25189 0.74783
C44 -3.92433 4.40149 1.39308
H1 8.33263 -3.42381 0.30112
H2 -0.61668 4.34119 2.27805
H3 5.24246 -2.88004 1.93382
H4 -4.77661 -1.58402 -6.84007
H5 -2.52086 1.02988 3.03236
H6 4.62849 -1.14733 -1.91432
H7 -3.96755 -2.22007 -4.55992
H8 3.48863 -3.37912 4.83908
H9 7.41203 -2.63441 1.58410
H10 6.80449 -4.12878 0.84217
H11 -2.05079 1.73770 -6.88149
H12 -3.83703 0.38941 -7.97565
H13 7.64335 -3.47713 -1.96161
H14 2.18180 -4.38455 2.32878
H15 -4.89210 -5.50602 1.39498
H16 8.39058 -1.24184 -0.90006
H17 1.78471 -1.63171 4.72741
H18 -3.89581 -0.49077 -0.91898
H19 -4.70160 1.49401 1.85792
H20 4.27381 -4.05585 3.41275
H21 -3.89691 0.10087 3.64126
H22 -4.82112 -1.73908 3.39262
H23 -4.94250 3.10306 0.07284
H24 -0.72760 -1.98094 2.99148
H25 2.04729 6.15110 -2.01340
H26 6.87927 -0.44875 -1.39005
H27 6.24365 -2.57792 -2.55802
H28 -2.72602 -4.96575 0.32841
H29 -3.49418 1.03621 -1.70534
H30 -4.67084 -0.17619 1.26732
H31 4.77822 -2.47133 4.04494
H32 -2.67998 5.62160 2.70634
H33 1.63080 -0.65864 3.25598
H34 -0.78869 -0.31422 3.57956
H35 6.00471 -4.06539 -1.63633
H36 1.24451 -3.76312 3.70145
H37 -1.77634 -1.57159 4.37553
H38 0.99762 -3.10923 2.07556
H39 0.49347 8.08389 -1.80726
H40 -4.79519 5.01764 1.59463
H41 3.14415 -0.63286 4.17170
H42 -2.68241 5.42919 -0.69689
H43 7.34434 -0.47118 0.31020
H44 -1.86408 7.71180 -1.18666
H45 -5.02772 0.88642 -0.81850
H46 -5.94276 -3.87185 2.93602

As for the strongest force on any atom: 1.2 eV/Å. For the relative energy (zero: lowest compared OMol25 entry of this formula, charge and spin), the calculation gives 77.2 kcal/mol. Its net charge is -2. The value obtained for the HOMO energy is -0.0777 hartree. As for the spin multiplicity: 1. The HOMO-LUMO gap is 6.177 eV.

=====

Below is a molecular structure, C44H46Br2IN5O17S, with properties calculated with wB97M-V/def2-TZVPD.

Geometry (Å):
I1 -2.59125 2.98915 1.00798
Br1 0.07483 -2.36842 -0.91350
Br2 -2.01357 -2.16349 -3.35531
S1 2.63408 0.48300 0.37328
O1 2.12154 -0.27280 -2.69818
O2 -6.79393 5.08026 6.49517
O3 1.14310 -0.00871 0.01038
O4 -0.84877 -5.66574 5.77177
O5 4.02854 2.96481 -2.85827
O6 7.30834 -2.84334 -5.36552
O7 -0.58146 1.50690 6.86314
O8 0.08079 -0.53713 6.94928
O9 3.31667 -0.67372 0.78455
O10 7.08037 -0.70363 -5.23439
O11 -3.59268 0.41331 -5.48064
O12 -3.27108 -1.20295 -6.86659
O13 2.47680 1.47098 1.38032
O14 -2.56198 -4.90316 4.70872
O15 3.00009 1.03919 -1.08671
O16 -1.57925 0.27451 0.70857
O17 -7.76371 3.54696 5.33058
N1 -6.78427 4.04513 5.85402
N2 -0.48480 0.42697 7.42341
N3 6.89776 -1.77628 -5.78102
N4 -3.96784 -0.56699 -6.10399
N5 -1.40400 -4.83216 5.07852
C1 -3.15197 3.23081 6.13161
C2 -1.10072 0.28139 8.74885
C3 -4.22295 1.54936 4.78149
C4 2.65675 3.30687 -2.74041
C5 -3.07846 2.07118 5.37207
C6 1.44806 -2.47178 4.61423
C7 -1.59087 -1.06882 10.65630
C8 5.87822 -2.98326 -7.67091
C9 -1.33458 0.72325 -3.50713
C10 -2.38673 1.20021 10.53893
C11 -6.18766 -0.28152 -5.07923
C12 -5.49808 3.35038 5.69796
C13 -0.99156 -0.92660 9.41537
C14 4.96521 -0.58620 -8.74369
C15 4.45155 -1.26187 -2.68464
C16 3.40164 -0.33810 -3.35608
C17 0.70806 -3.56555 5.03122
C18 6.08941 -0.89557 -0.69009
C19 5.67299 -0.58095 -7.55247
C20 -1.04495 -0.58813 -2.76011
C21 4.71508 -1.78471 -9.39845
C22 -5.35535 -1.00632 -5.91462
C23 5.66416 -0.43970 -2.13336
C24 1.72812 2.11171 -2.96930
C25 1.90816 0.92539 -2.00649
C26 -0.20142 -0.66031 -1.76607
C27 -0.62188 -3.66169 4.65787
C28 -4.36665 3.87687 6.29740
C29 5.16750 -2.98188 -8.86051
C30 -1.78742 1.34988 9.29891
C31 6.12642 -1.78089 -7.03264
C32 0.58056 0.55961 -1.20158
C33 -5.44152 2.19000 4.94560
C34 -1.35292 1.32087 0.31943
C35 2.36878 4.09893 -1.43477
C36 0.85544 -1.48607 3.83692
C37 -7.50285 -0.68670 -4.92058
C38 -1.22721 -2.68263 3.88843
C39 -7.97015 -1.80875 -5.59145
C40 -5.80592 -2.13082 -6.58391
C41 -0.23904 1.73219 -0.63003
C42 -7.12148 -2.53207 -6.41874
C43 -0.48152 -1.58918 3.47829
C44 -2.29101 -0.00827 11.21569
H1 3.26934 4.67112 -1.18431
H2 6.23123 -3.91685 -7.25663
H3 -2.00349 0.58355 -4.36850
H4 3.86742 0.63647 -3.53422
H5 7.15136 -1.14388 -0.66240
H6 2.48943 -2.38610 4.89449
H7 2.43950 4.02132 -3.55367
H8 3.19738 -0.76038 -4.34946
H9 -0.45024 -1.75548 8.98152
H10 -5.14920 -2.69477 -7.23076
H11 -8.99991 -2.12029 -5.46975
H12 4.02675 -1.94612 -1.94679
H13 -8.16554 -0.12575 -4.27528
H14 -4.16496 0.64490 4.19021
H15 -4.41877 4.78122 6.88689
H16 -1.77109 1.45285 -2.82236
H17 -2.12772 1.57568 5.23812
H18 -0.67564 2.38942 -1.38556
H19 5.50634 0.63970 -2.19008
H20 4.16633 -1.78558 -10.33185
H21 -1.86459 2.29176 8.77532
H22 6.53242 -0.65233 -2.76379
H23 4.53857 3.78184 -2.83044
H24 5.91929 -0.04808 -0.01824
H25 -0.38721 1.05283 -3.94001
H26 -7.48723 -3.40774 -6.93796
H27 -5.82759 0.59208 -4.55516
H28 0.45501 2.34134 -0.03725
H29 4.96886 -3.91476 -9.37090
H30 5.45966 -1.72680 -0.37999
H31 -1.51556 -2.00860 11.18668
H32 -2.93186 2.02549 10.97731
H33 0.71269 2.50391 -2.98360
H34 -2.26702 -2.76102 3.60423
H35 1.91737 1.74972 -3.98540
H36 1.43813 -0.63348 3.50933
H37 5.86580 0.35382 -7.04541
H38 4.61041 0.34542 -9.16405
H39 2.15545 3.45863 -0.57785
H40 1.58102 4.82505 -1.65494
H41 4.87357 -1.88540 -3.48292
H42 -2.25849 3.63248 6.59090
H43 1.17278 -4.32950 5.63795
H44 -2.76491 -0.12445 12.18225
H45 -6.32972 1.78174 4.48485
H46 -0.94096 -0.81812 2.87457

As for the strongest force on any atom: 3.9 eV/Å. For the relative energy (zero: lowest compared OMol25 entry of this formula, charge and spin), the calculation gives 28.2 kcal/mol. The value obtained for the HOMO energy is -0.3384 hartree. As for the spin multiplicity: 1. The HOMO-LUMO gap is 8.441 eV.

=====

Below is a molecular structure, C44H46BrIrN3OP, with properties calculated with wB97M-V/def2-TZVPD.

Geometry (Å):
Ir1 -1.63294 -0.19273 -1.38291
Br1 -1.99037 -1.44207 1.09022
P1 1.24212 -1.70010 -1.02642
O1 -1.72904 1.36074 0.03554
N1 -2.05383 0.88389 -3.16903
N2 -3.69426 -0.44694 -1.53405
N3 0.11219 -0.87308 -1.72816
C1 -1.34700 1.28930 1.29184
C2 -1.12367 1.63358 6.37362
C3 1.03776 0.74860 -5.10904
C4 -0.95787 -0.07214 3.33035
C5 0.46377 -4.01505 2.30609
C6 -1.22344 4.04460 -0.00466
C7 -0.47154 -4.90437 1.79698
C8 1.10411 -1.01095 -6.75228
C9 3.70332 -0.44328 -0.49555
C10 -0.05310 0.95103 5.50456
C11 2.78070 -3.40192 -4.38943
C12 -0.90635 2.42808 2.02685
C13 1.75883 -0.05238 -5.98847
C14 0.67365 -2.98381 0.13594
C15 2.02275 -2.60878 -3.52958
C16 -5.92934 -0.39181 -1.27287
C17 -0.49565 1.02476 4.03260
C18 2.37958 -0.64464 -0.10885
C19 1.29685 1.65898 5.69059
C20 -0.98791 -0.36138 -5.75356
C21 -0.93014 3.88983 1.49573
C22 2.23874 -2.68391 -2.16213
C23 -5.61230 0.42231 -2.36625
C24 -4.71727 -0.90182 -0.79144
C25 3.95665 -4.33995 -2.50511
C26 -0.51170 2.24644 3.35092
C27 0.43068 4.55327 1.76052
C28 -0.27334 -1.16746 -6.62856
C29 3.20264 -3.55503 -1.64476
C30 -0.33960 0.60658 -4.99116
C31 -4.22643 0.36599 -2.48870
C32 -0.82903 -4.84894 0.45013
C33 3.74236 -4.26145 -3.87924
C34 3.95383 1.21705 1.23619
C35 1.84272 0.10731 0.94134
C36 -0.25869 -3.89180 -0.37795
C37 1.04350 -3.05636 1.47687
C38 -3.32501 0.98757 -3.35822
C39 -1.13877 1.53528 -4.10403
C40 0.10353 -0.50075 5.97307
C41 4.48873 0.48133 0.18432
C42 -1.35654 0.09158 2.01521
C43 2.62756 1.03027 1.61557
C44 -2.03566 4.63568 2.26427
H1 -0.20645 3.12941 3.90455
H2 -2.21963 3.69151 -0.26011
H3 2.19865 1.60487 2.43202
H4 -0.93175 -5.63872 2.44867
H5 1.61480 1.59171 6.73839
H6 -1.19971 2.70114 6.14291
H7 -6.28627 1.00524 -2.98471
H8 1.66150 -1.63199 -7.44422
H9 2.83191 0.07675 -6.07687
H10 -0.50420 3.49318 -0.61387
H11 -4.56483 -1.58427 0.03190
H12 2.61870 -3.34557 -5.45862
H13 0.65823 4.63115 2.82816
H14 -2.10108 1.17599 6.19449
H15 1.77581 -2.36316 1.87689
H16 -1.55620 -5.54845 0.05174
H17 -2.09960 5.67987 1.92880
H18 -1.72568 2.18495 -4.75269
H19 0.80154 -0.02310 1.22311
H20 -3.71116 1.57831 -4.18420
H21 -0.86339 -1.01574 6.00678
H22 -2.06499 -0.48360 -5.66529
H23 0.77872 -1.05656 5.31203
H24 4.56768 1.94682 1.75250
H25 -3.00261 4.15532 2.08770
H26 1.55414 1.49801 -4.51300
H27 1.24675 2.71804 5.42544
H28 0.74249 -4.05867 3.35567
H29 4.32973 -4.88230 -4.55088
H30 1.23221 3.98397 1.27812
H31 2.06401 1.18577 5.06732
H32 -0.88194 1.52706 7.43964
H33 -1.02479 -1.05664 3.78454
H34 0.43272 5.56980 1.34978
H35 -0.55412 -3.81906 -1.42047
H36 -0.79071 -1.91071 -7.22469
H37 -1.84648 4.63318 3.34260
H38 4.70463 -5.01601 -2.10573
H39 5.52234 0.62971 -0.11077
H40 -1.15492 5.10973 -0.26062
H41 -0.45202 2.16140 -3.53378
H42 4.12152 -1.00163 -1.32423
H43 3.35369 -3.61664 -0.57023
H44 -6.90954 -0.59510 -0.86437
H45 0.52552 -0.51824 6.98436
H46 1.25900 -1.93786 -3.90565

As for the strongest force on any atom: 1.5 eV/Å. For the relative energy (zero: lowest compared OMol25 entry of this formula, charge and spin), the calculation gives 36.1 kcal/mol. The value obtained for the HOMO energy (spin up / spin down) is -0.2522 / -0.2525 hartree. As for the spin multiplicity: 1. The HOMO-LUMO gap (spin up / spin down) is 6.712 / 6.707 eV.